(1)
A cluster of 3 separate species, C3H9N2O in total at a distorted geometry, computed with ωB97M-V/def2-TZVPD.

Positions of all 15 atoms, in Å:
1 C -1.16 0.38 -1.18
2 C -1.22 -2.53 -1.47
3 H -2.06 -1.95 -1.27
4 H 0.91 0.81 0.95
5 H 0.26 -3.64 -0.49
6 H 1.65 3.70 1.19
7 N 0.34 1.81 1.07
8 H 2.40 1.96 1.45
9 H -0.11 2.23 0.06
10 N -0.58 -3.13 -0.42
11 C 1.54 2.63 1.60
12 H -0.80 -2.48 -2.42
13 H 1.60 2.87 2.69
14 O -1.67 0.59 -2.17
15 H -1.07 -3.25 0.43

The HOMO energy is -11.797 eV. Its charge is +1. The gap between HOMO and LUMO is 5.10 eV.


(2)
A cluster of 2 separate species, C10H16O in total at a distorted geometry, computed with ωB97M-V/def2-TZVPD.

Positions of all 27 atoms, in Å:
1 H -0.60 2.19 -2.11
2 C -1.12 1.29 -0.18
3 C -1.72 2.32 1.96
4 C 2.29 -2.22 -0.87
5 O -1.90 0.98 3.89
6 H -1.20 -1.06 2.29
7 H 3.34 -2.41 -1.06
8 H 2.58 -0.04 -0.64
9 H 1.26 -0.62 0.23
10 C -1.33 -0.09 1.83
11 C 1.72 -2.01 -2.28
12 H 1.83 -2.93 -0.18
13 C -1.13 0.03 0.46
14 H 1.62 -2.96 -2.80
15 H 2.83 -0.96 0.89
16 C -1.08 1.30 -1.70
17 C -1.64 1.05 2.54
18 H -1.81 0.06 4.13
19 C -1.58 2.37 0.58
20 H -0.81 0.36 -2.13
21 H -0.98 -0.78 -0.24
22 H -1.82 3.22 -0.06
23 H -2.09 1.65 -1.99
24 H 2.33 -1.37 -2.91
25 H 0.72 -1.57 -2.23
26 C 2.28 -0.91 -0.06
27 H -1.98 3.11 2.65

The HOMO energy is -8.293 eV. Its SMILES is Cc1ccc(O)cc1.CCC. Its charge is 0. The gap between HOMO and LUMO is 9.17 eV.


(3)
An isolated molecule of C5H9NO3S at a distorted geometry, computed with ωB97M-V/def2-TZVPD.

Positions of all 19 atoms, in Å:
1 H 2.25 1.50 1.18
2 H -3.59 -0.92 0.98
3 S -2.07 -1.18 -0.51
4 C 0.56 0.18 0.22
5 C -1.04 0.37 0.30
6 H 1.00 -1.75 0.96
7 C 1.11 -1.28 0.00
8 H 0.62 -1.77 -0.82
9 O -1.73 -2.44 0.16
10 H 0.29 2.02 -1.01
11 O -1.71 1.14 0.86
12 H 0.62 1.97 1.48
13 H 2.11 -1.17 -0.25
14 C 1.21 1.32 0.89
15 O -2.02 -1.16 -1.96
16 C 1.05 1.35 -0.60
17 N -3.67 -0.96 0.04
18 H -4.11 -0.18 -0.50
19 H 1.86 1.21 -1.31

The HOMO energy is -9.716 eV. Its SMILES is CC1(C(=O)S(N)(=O)=O)CC1. Its charge is 0. The gap between HOMO and LUMO is 10.15 eV.


(4)
A structure of composition C15H39KNO6 at a distorted geometry, computed with ωB97M-V/def2-TZVPD.

Positions of all 62 atoms, in Å:
1 H -0.40 -0.05 -1.90
2 O 2.20 1.85 2.67
3 H -2.55 -2.02 0.85
4 H 1.83 0.10 -3.76
5 H 0.50 3.04 0.96
6 C 3.56 -2.23 2.97
7 O 0.49 0.21 -1.65
8 C -0.55 -3.22 3.15
9 C -2.21 -0.08 -4.70
10 H -0.10 -4.22 3.18
11 O 0.27 -2.25 2.45
12 C -3.67 1.57 -5.55
13 H -4.62 2.08 -5.39
14 O -3.54 0.36 -4.81
15 H 4.13 3.86 3.13
16 C -0.58 -2.94 4.64
17 H 2.30 1.73 -4.06
18 H -1.40 1.09 2.23
19 H -3.16 -0.43 -2.40
20 N -2.18 -0.63 -2.28
21 H -1.29 -3.56 5.18
22 H -1.89 -0.54 -5.63
23 H -3.58 1.27 -6.59
24 H 0.33 -3.19 5.17
25 H 3.12 -2.51 1.04
26 H -2.90 -1.88 -3.85
27 O 2.71 -1.28 3.56
28 K 1.28 -0.16 0.96
29 H -3.00 1.14 1.76
30 C -2.18 0.43 1.85
31 H 4.20 -0.93 1.29
32 H -2.55 -2.57 -1.59
33 H 0.54 4.03 2.52
34 C 2.36 3.10 2.10
35 H 3.15 -3.24 2.93
36 H 1.44 1.96 -1.75
37 H -2.87 2.28 -5.34
38 H -0.13 2.05 -2.51
39 H -1.66 0.81 -4.38
40 H -3.55 -0.94 -0.03
41 C 0.74 1.41 -2.38
42 H 2.58 4.33 4.01
43 C -2.51 -1.22 0.11
44 H 1.34 4.60 1.14
45 C 1.47 1.13 -3.69
46 H 1.06 -2.18 3.00
47 H -2.37 -0.25 2.68
48 C 3.95 -1.97 1.49
49 H -0.98 -2.04 -1.12
50 H 4.40 -2.34 3.66
51 O -1.64 -0.17 0.60
52 C -2.01 -1.70 -1.24
53 H 0.72 1.31 -4.45
54 H 3.10 5.04 2.48
55 C 1.07 3.67 1.64
56 H -1.54 -3.42 2.75
57 H -1.13 -1.74 -3.68
58 H 4.77 -2.63 1.21
59 H -0.82 -1.89 4.81
60 H 2.95 3.04 1.19
61 C 3.07 4.12 3.06
62 C -2.07 -1.19 -3.67

The HOMO energy is -2.585 eV. Its charge is -1. The gap between HOMO and LUMO is 4.61 eV.


(5)
A structure of composition C10H21F5IIrOP2 at a distorted geometry, computed with ωB97M-V/def2-TZVPD.

Positions of all 41 atoms, in Å:
1 H 0.89 -0.25 3.69
2 C -2.81 0.47 -2.38
3 H -3.01 3.04 -1.24
4 H -1.37 -3.29 1.93
5 H -3.36 1.28 -2.88
6 H -1.49 3.33 -0.31
7 H 0.01 -3.97 1.03
8 C -0.90 -2.04 -1.10
9 H 2.76 -1.01 1.80
10 C -0.28 -3.39 1.90
11 H -1.01 -1.74 -2.13
12 C 2.95 1.93 -0.03
13 H -0.84 -0.63 3.55
14 H 2.57 -2.60 2.59
15 H 0.07 -3.89 2.82
16 I 0.20 1.83 1.78
17 P 0.44 -1.73 1.82
18 P -1.42 1.28 -1.43
19 O 2.20 -0.58 -1.34
20 C 0.37 1.18 -0.35
21 C 2.25 -1.98 1.75
22 H -2.75 2.23 0.37
23 H -0.97 2.62 -3.30
24 F 1.92 2.01 -1.29
25 Ir -0.47 -0.57 0.11
26 H -3.50 -0.06 -1.71
27 F 0.08 3.29 -0.36
28 H 0.28 -1.84 4.23
29 H 2.52 -2.47 0.80
30 H 0.12 1.12 -3.27
31 C -2.29 2.59 -0.55
32 C 0.17 -1.04 3.49
33 F 2.87 3.16 0.46
34 H -2.43 -0.23 -3.13
35 H -1.85 -2.39 -0.71
36 F 2.88 1.04 0.90
37 H 0.36 2.60 -2.23
38 F 4.07 1.71 -0.75
39 H -0.14 -2.80 -1.00
40 C -0.36 1.94 -2.71
41 C 1.27 -0.14 -0.85

The HOMO energy (spin up / spin down) is -14.160 / -16.644 eV. The spin multiplicity is 5. Its charge is +2. The gap between HOMO and LUMO (spin up / spin down) is 5.61 / 5.89 eV.


(6)
An isolated molecule of C5H8O2, computed with ωB97M-V/def2-TZVPD.

Positions of all 15 atoms, in Å:
1 C 1.09 1.22 -0.12
2 C -0.19 -0.71 -1.19
3 H 1.90 1.92 -0.32
4 H 0.15 1.80 -0.04
5 H -0.25 -1.52 -1.92
6 H -2.73 -0.01 0.94
7 O 1.41 0.59 1.10
8 C -1.78 -0.54 0.86
9 H 1.90 -0.37 -1.32
10 H -1.74 -1.83 2.31
11 C -1.08 -0.64 -0.24
12 C 0.98 0.24 -1.29
13 H 0.94 0.80 -2.24
14 O -1.26 -1.04 2.05
15 H 0.65 0.07 1.41

The HOMO energy is -9.613 eV. Its SMILES is OC=C=CCCO. Its charge is 0. The gap between HOMO and LUMO is 10.33 eV.


(7)
A structure of composition C24H28BBr12F6N2O8 at a distorted geometry, computed with ωB97M-V/def2-TZVPD.

Positions of all 81 atoms, in Å:
1 C 7.24 3.00 -5.52
2 O 2.37 0.87 0.98
3 Br 5.42 -2.57 2.77
4 Br 5.18 1.54 3.54
5 C -1.47 1.24 -0.38
6 C -4.51 -3.61 1.40
7 C 1.67 -1.73 3.87
8 O 1.67 2.77 -0.30
9 C -4.55 -0.63 -1.70
10 N -4.78 0.12 1.80
11 H -0.61 -1.59 3.88
12 F 2.04 0.71 -6.14
13 B 0.17 0.59 3.61
14 O 1.88 -2.07 -3.66
15 H -5.46 0.86 1.47
16 H -1.24 1.55 -1.48
17 Br 4.72 3.69 5.90
18 H 6.22 3.78 3.91
19 H -3.77 1.54 -2.13
20 Br 4.07 4.49 2.84
21 Br 8.08 2.07 -7.01
22 Br 3.85 -3.21 0.03
23 H -5.43 2.25 5.27
24 H 0.19 -0.85 5.51
25 C -0.82 0.70 2.30
26 C -3.71 -2.90 -3.05
27 H -2.96 -0.79 -3.47
28 H 1.55 -2.92 3.97
29 C 3.12 1.50 -4.01
30 H 1.91 -1.54 2.73
31 H -4.80 -4.60 1.96
32 H -5.17 1.44 -0.87
33 H 1.81 -1.66 -2.74
34 H -2.33 -1.49 -1.83
35 C 2.65 -1.17 -4.57
36 Br -4.13 1.47 7.25
37 N -3.48 0.43 1.43
38 H -5.09 -0.80 1.41
39 H -5.51 -0.61 -2.39
40 C -4.44 2.51 5.63
41 H -5.45 -3.09 0.89
42 F 3.27 0.23 -1.80
43 C -4.17 0.90 -1.21
44 C -0.27 1.17 0.79
45 Br -4.44 4.42 6.00
46 H -4.53 -2.81 -3.91
47 Br 8.30 2.87 -3.90
48 O -2.06 -3.26 0.69
49 C 0.28 -0.93 4.32
50 F 2.86 2.78 -4.70
51 H -2.76 -3.41 -3.52
52 H 4.44 -1.02 1.07
53 H 2.56 -1.41 4.59
54 H -4.87 -4.77 -2.45
55 C 1.81 2.42 -1.75
56 C -4.36 -3.87 -1.86
57 O 3.66 -1.71 -5.25
58 C 3.09 1.59 -2.37
59 Br -3.18 2.05 4.22
60 F 4.31 2.37 -1.97
61 H -2.78 0.04 3.62
62 C -2.43 0.36 2.54
63 C 1.31 1.57 0.49
64 Br 6.82 4.85 -5.96
65 C -3.31 -1.39 -2.50
66 C 5.19 3.43 4.03
67 Br 6.61 -1.55 -0.05
68 F 0.73 0.40 -4.16
69 O 0.80 2.91 -2.53
70 H -4.79 -1.25 -0.71
71 O 0.96 1.74 4.13
72 F 4.52 1.10 -4.38
73 C 2.12 0.38 -4.67
74 C -3.26 -3.78 0.33
75 H -4.14 -2.83 2.23
76 H 1.94 1.51 4.08
77 O -3.34 -4.47 -0.97
78 H 6.29 2.49 -5.32
79 C -3.04 0.85 0.02
80 C 5.00 -1.96 0.97
81 H -5.23 -3.32 -1.28

The HOMO energy is -11.389 eV. Its charge is +1. The gap between HOMO and LUMO is 5.77 eV.